The following is a quantum chemistry calculation of a cluster of 3 separate species, C20H46NO14P3 in total, from OMol25.

Output
2S+1   1
Charge   0
HOMO level   -10.061 eV
SMILES   [H]/N=C\CO[P@@](=O)(O)OCCCCOC(C)=O.CCOP(=O)(OCC)OCC.CCOP(=O)(OCC)OCC
Gap between HOMO and LUMO   10.19 eV
Largest force on an atom   0.135 hartree/bohr
Electronic energy   -79511.602 eV

Each line ends with the Löwdin charge.
Element x y z (Å)
1 C -1.33702 -1.83755 -2.09733  -0.191
2 C -2.59686 4.39763 6.30004  -0.291
3 H 4.59454 -6.01759 -2.87926  0.062
4 H -2.40161 2.41462 5.43230  0.072
5 H -1.39780 0.26345 -3.86174  0.055
6 H -0.15076 -6.56438 1.51815  0.113
7 O -1.61100 4.92673 5.41516  -0.207
8 H -1.78736 3.39284 1.54124  0.115
9 H -0.21331 -2.12573 -0.24812  0.122
10 H -1.26873 5.71844 0.94983  0.069
11 H -2.41859 4.84528 7.27956  0.115
12 H -0.01346 -7.48190 0.03423  0.102
13 H -1.20588 4.35971 -5.20895  0.111
14 H -1.73388 -0.29923 0.95616  0.115
15 C -1.43321 7.67297 3.30840  -0.279
16 C 5.37209 -6.18099 -2.12610  -0.080
17 H 1.33989 4.28922 -3.93506  0.049
18 C -0.99834 4.27374 -3.00629  -0.181
19 O 0.43408 1.73546 -3.03584  -0.213
20 H -1.42763 5.26149 -2.81065  0.133
21 H -1.99357 -0.77470 -5.15966  0.092
22 C 4.94930 -7.25925 -1.14329  -0.287
23 O 2.65658 -4.87816 -0.94347  -0.188
24 H 5.79907 -7.53945 -0.52062  0.117
25 C -0.23958 -1.51214 -4.12015  -0.490
26 H -3.53814 7.34662 3.72386  0.072
27 P 2.43427 -6.51575 -0.85385  0.560
28 H -0.67754 8.43195 3.50869  0.121
29 H -2.19662 0.16857 -0.69834  0.117
30 H 0.64273 0.18719 -0.77474  0.112
31 H 1.32484 -8.01989 2.72787  0.074
32 H 0.24918 -9.09352 1.82403  0.076
33 H -0.50051 0.21639 -5.37683  0.094
34 H -1.82602 3.56328 -2.92468  0.125
35 C 0.81527 -4.50097 -2.52979  -0.074
36 C -2.49441 2.88855 6.40899  -0.076
37 C 1.03217 -8.33943 1.72603  -0.076
38 H 1.90861 -8.80541 1.27720  0.073
39 H 6.28183 -6.47281 -2.65213  0.078
40 O 1.88289 2.60529 -1.20911  -0.067
41 H -2.64604 8.10691 5.03989  0.086
42 C -0.80576 3.79065 1.81513  -0.281
43 O -0.09208 -1.60403 -2.76106  -0.042
44 O 1.93672 -7.85181 -1.27915  -0.224
45 C -1.40521 -0.26410 -0.08293  -0.142
46 H 4.61728 -8.15690 -1.67312  0.112
47 P 0.40957 2.53502 -1.81208  0.350
48 O 1.61308 -6.29344 0.54382  -0.210
49 H 5.54551 -5.23421 -1.61497  0.084
50 H -2.15008 -1.19537 -2.44750  0.123
51 P -1.91077 5.10081 3.81896  0.559
52 H -3.07043 9.04513 3.59444  0.081
53 H -1.54802 7.60682 2.22240  0.101
54 O -0.02182 4.05312 -1.97558  -0.201
55 H 0.68586 -5.56271 -2.77852  0.082
56 H -3.37035 2.47698 6.91342  0.076
57 C -1.16209 -1.70034 -0.58410  -0.157
58 O -3.18747 4.34951 3.67260  -0.224
59 O 0.31236 -2.27627 -4.87780  0.110
60 H -0.07380 2.99839 1.65821  0.103
61 H 0.44278 5.48726 1.32373  0.094
62 H 2.35515 -3.12703 -1.95445  0.119
63 O -0.91754 6.42977 3.81415  -0.187
64 C -0.16783 0.64404 -0.20502  -0.188
65 O -0.77708 4.09594 3.20670  -0.197
66 C -0.45146 4.98767 0.94984  -0.059
67 C 2.24426 -4.19443 -2.14436  -0.258
68 H 0.52736 -3.91785 -3.39799  0.053
69 H 0.18427 0.84547 0.81049  0.119
70 C -1.09249 -0.38077 -4.68890  0.008
71 H 2.32052 1.76256 -1.37624  0.095
72 H -1.60828 2.60642 6.98029  0.075
73 O -0.60831 1.91425 -0.75555  -0.183
74 H -0.28315 4.68257 -0.08752  0.045
75 C -2.74615 8.06876 3.95481  -0.082
76 O 3.92885 -6.81261 -0.25717  -0.204
77 C -0.45126 4.30361 -4.41778  -0.234
78 H 2.92185 -4.45114 -2.96337  0.107
79 H -3.59560 4.70645 5.99270  0.102
80 C 0.54049 -7.15640 0.91446  -0.295
81 H -1.63935 -2.87761 -2.27632  0.123
82 H 0.13757 -4.27547 -1.70492  0.076
83 N 0.75384 4.31918 -4.77536  0.121
84 H -1.95042 -2.32538 -0.15009  0.119

Atomic forces in eV per Å
0.10 -0.78 0.92
-0.14 -0.33 0.10
0.05 0.01 -0.01
-0.17 0.13 -0.08
0.03 0.15 -0.26
0.13 0.15 -0.02
-0.17 0.58 -0.29
0.01 -0.02 0.04
0.03 0.09 -0.12
0.03 -0.01 -0.01
0.16 0.09 -0.09
0.14 -0.07 -0.06
-0.13 -0.05 0.23
-0.06 0.16 -0.07
-0.07 0.41 -0.10
-0.17 0.02 -0.10
0.21 -0.11 -0.20
-0.54 0.50 -0.28
-0.25 -0.07 -0.44
0.08 -0.07 0.13
0.21 -0.11 -0.21
0.29 -0.07 -0.15
-0.59 -1.33 -2.66
-0.11 0.02 0.12
0.12 0.05 -1.76
0.04 0.06 -0.04
1.02 -0.72 6.75
0.12 -0.17 0.05
-0.05 0.06 0.22
-0.22 0.07 -0.29
-0.03 0.02 0.00
-0.01 0.02 0.00
0.02 -0.19 -0.09
0.16 -0.11 -0.03
-0.12 -0.43 0.14
0.17 -0.17 0.07
0.11 -0.04 0.22
-0.10 0.01 -0.21
-0.02 -0.03 0.00
-0.60 0.61 0.77
0.05 0.06 -0.01
0.06 -0.03 -0.28
-0.32 0.15 -0.52
-0.10 1.53 -2.91
0.73 -0.42 -0.38
-0.03 0.01 0.03
0.32 -1.07 -0.86
-0.12 0.35 -0.53
0.04 -0.04 0.05
0.23 0.14 -0.10
3.80 -4.05 4.15
0.01 0.00 -0.01
0.05 0.01 0.01
0.21 -0.57 -0.32
0.08 0.05 0.03
0.01 0.02 0.01
-0.81 0.35 -0.12
-0.74 2.64 -1.87
-0.01 0.39 1.04
0.02 0.02 0.17
0.02 -0.06 0.02
0.07 -0.06 0.16
-2.55 0.32 -1.70
-0.95 -0.17 0.99
-0.45 0.67 -0.10
-0.12 0.07 -0.04
-0.14 0.31 -0.32
0.07 -0.02 -0.05
0.27 0.11 -0.20
-0.22 0.00 1.41
0.17 0.04 -0.14
-0.01 0.03 0.02
0.97 0.65 0.11
-0.12 0.20 0.53
-0.09 -0.18 0.12
-0.45 0.31 -0.60
0.02 -0.02 -0.16
0.02 0.04 0.03
0.02 -0.07 -0.15
-0.03 -0.33 0.13
0.09 0.12 -0.31
0.04 0.03 0.03
0.07 0.16 0.42
0.13 -0.01 0.04



The following is a quantum chemistry calculation of a structure of composition C20H46OP4ScSe, from OMol25.

Output
2S+1   1
Charge   +3
HOMO level   -15.779 eV
Gap between HOMO and LUMO   6.31 eV
Largest force on an atom   0.090 hartree/bohr
Electronic energy   -146712.228 eV
Energy above the lowest of the compared OMol25 structures with the same formula, charge and spin   0.197 eV

Each line ends with the Löwdin charge.
Element x y z (Å)
1 H 0.55731 1.79707 4.48660  0.070
2 H 1.69859 -4.16105 -1.65202  0.086
3 H 2.74148 -2.01324 2.38993  0.033
4 C -2.54424 2.20462 0.97165  -0.213
5 H -2.36930 0.95889 3.72941  0.050
6 H 3.88468 -3.20831 1.69996  0.097
7 H 1.99135 -0.42071 3.22485  0.029
8 H 3.14847 2.86882 -2.33172  0.100
9 C 3.14524 -2.43181 1.46212  -0.134
10 O 0.82437 -2.09378 0.09027  -0.539
11 C 2.19800 2.31642 -2.37317  -0.150
12 H 3.17426 -3.15389 -1.44894  0.052
13 H 0.87135 -0.40209 4.61719  0.066
14 H 3.09693 -4.79829 -0.71439  0.090
15 H 2.77573 0.77470 1.17361  0.063
16 C -1.57462 2.97282 -1.57472  -0.251
17 C 2.52483 -3.89998 -0.98206  -0.136
18 C -2.75598 -0.87917 -1.50166  -0.240
19 C 2.75628 1.56399 0.40771  -0.172
20 C -3.53289 -0.06895 -2.34266  -0.079
21 H 2.08221 2.36932 0.72487  0.032
22 C -5.41246 -0.27430 -0.78497  -0.017
23 H -2.29058 2.38093 2.02573  0.030
24 P -0.99964 2.11538 -0.06140  0.754
25 C 0.97095 -0.65511 3.55221  -0.279
26 H 0.75447 -1.71901 3.40464  0.043
27 Se -2.12534 -2.06267 1.06213  0.793
28 H 0.60695 -0.46351 -2.93036  -0.029
29 H 0.25221 -4.87366 1.01576  0.079
30 H 3.32440 -0.81545 -2.50902  0.079
31 H -6.47260 -0.08185 -0.54878  0.140
32 H -3.15240 3.03712 0.59184  0.076
33 H -4.96436 -1.31418 1.08554  0.121
34 H 0.84587 3.74222 0.06200  0.034
35 H -0.73942 4.47238 0.51829  0.085
36 H -1.98863 3.95716 -1.30373  0.072
37 H -0.48401 2.71748 3.38891  0.049
38 H -0.95559 -0.87864 -5.59884  0.090
39 C 0.30968 1.96021 3.42923  -0.274
40 Sc -0.41929 -0.56489 -0.36803  0.547
41 C -4.59983 -0.96116 0.11597  -0.102
42 C -0.09379 3.57917 0.61254  -0.249
43 H -0.75560 3.11200 -2.29223  0.037
44 H -3.09693 1.25745 0.88162  0.036
45 H 3.62375 -1.63488 0.88223  0.035
46 H 2.01857 1.94324 -3.38925  0.074
47 H 1.13387 0.19349 -1.23994  -0.063
48 H -2.12499 -0.81827 3.64747  0.009
49 C -4.87330 0.15079 -2.00702  -0.037
50 H -2.34663 2.35671 -2.04997  0.033
51 H -3.03380 0.31733 -3.23681  0.112
52 C 1.19971 -4.54414 1.45118  -0.132
53 H 1.20954 2.32278 2.92089  0.028
54 C 3.68643 -0.14337 -1.72071  -0.161
55 H 4.51366 0.47306 -2.10055  0.100
56 C -1.64040 0.14820 3.83667  -0.258
57 H 1.02778 -4.22040 2.48030  0.070
58 H -5.53532 0.61456 -2.73465  0.126
59 H 4.00413 -0.71099 -0.83740  0.048
60 P 1.85672 -3.19142 0.49378  0.644
61 H 1.93097 -5.36925 1.46347  0.093
62 H 0.85950 0.20419 -4.68873  0.072
63 H 3.77229 1.96558 0.29322  0.102
64 C 0.28038 -0.40048 -3.97235  -0.073
65 H 1.36236 2.96754 -2.08803  0.045
66 C -3.26152 -1.25179 -0.21985  -0.670
67 H -1.37314 -1.84163 -4.08009  0.066
68 P 2.39231 0.96644 -1.21939  0.877
69 H 0.14943 3.46049 1.67284  0.006
70 P -0.24393 0.36833 2.63847  0.759
71 C -0.73613 -1.08112 -4.53880  -0.011
72 H -1.22070 0.17186 4.85195  0.066
73 H -1.83969 -1.37927 -1.91478  0.071

Atomic forces in eV per Å
-0.12 -0.10 -0.31
0.20 -0.05 0.06
0.13 -0.28 -0.27
0.28 -0.47 -0.20
0.07 -0.27 0.02
-0.02 0.27 0.02
-0.20 -0.06 0.17
-0.24 0.02 -0.13
0.29 -0.09 -0.01
0.60 0.58 -0.40
-0.17 -0.03 -0.06
0.00 -0.29 -0.16
0.15 -0.24 -0.33
-0.05 0.23 -0.26
-0.01 0.13 -0.35
-0.19 -0.32 -0.35
0.24 0.04 -0.12
0.14 0.02 1.05
0.01 0.17 0.51
-0.04 -0.34 0.08
0.24 -0.29 -0.14
0.13 -0.40 0.04
-0.11 -0.05 -0.37
-0.90 1.63 -0.13
0.09 -0.27 -0.15
0.14 0.12 0.11
0.77 0.41 -1.01
-0.07 -0.33 -0.30
0.12 -0.11 0.05
0.22 0.15 0.10
0.68 -0.16 -0.19
0.15 -0.25 0.15
0.00 0.28 -0.38
-0.43 0.24 0.09
0.29 -0.49 -0.10
0.12 -0.40 -0.16
0.29 -0.16 0.00
0.19 -0.26 0.54
0.19 0.14 -0.41
-2.60 -1.82 3.34
0.39 0.20 0.01
0.42 -0.11 0.30
-0.25 0.01 0.11
0.01 0.36 0.09
0.02 -0.23 0.21
0.16 0.05 0.22
2.12 1.21 -0.29
-0.02 0.35 0.24
0.24 0.36 -0.45
0.09 0.28 -0.04
-0.72 -0.25 -0.03
-0.24 0.16 0.19
-0.10 0.16 0.28
-0.07 -0.23 -0.11
-0.08 -0.24 0.08
-0.26 -0.43 -0.59
-0.08 -0.08 -0.04
0.23 0.20 0.19
0.08 0.10 -0.40
-0.46 0.06 0.11
-0.27 0.29 -0.07
-0.10 0.05 0.86
-0.05 0.07 0.22
-0.89 -0.44 -1.46
0.31 -0.11 0.02
-0.39 -0.02 -0.62
0.22 0.37 0.12
-0.76 -0.25 -0.22
-0.04 0.09 -0.46
0.13 0.43 1.60
0.53 0.42 0.11
-0.13 0.03 -0.33
-0.65 0.23 0.09



The following is a quantum chemistry calculation of a structure of composition C20H46OP4W, from OMol25.

Output
2S+1   3
Charge   +4
HOMO level (alpha / beta)   -20.549 / -20.373 eV
Gap between HOMO and LUMO (alpha / beta)   6.02 / 6.09 eV
Largest force on an atom   0.072 hartree/bohr
Electronic energy   -62472.148 eV

Each line ends with the Löwdin charge.
Element x y z (Å)
1 H 4.30313 1.38472 2.86239  0.082
2 C 3.22510 1.54376 2.77150  -0.209
3 H -2.76381 -1.66685 2.77803  0.031
4 H -1.74033 -0.41959 -2.02381  0.037
5 H -2.96436 2.33897 1.63500  0.069
6 C -1.18300 2.72121 -5.47551  0.029
7 H 0.42857 -0.87031 -2.33137  0.018
8 C -1.83669 -1.91490 3.31467  -0.213
9 H 3.12606 -1.01859 3.95480  0.053
10 H 0.30257 -0.35919 -7.39569  0.153
11 P -2.01112 0.57662 0.22440  0.689
12 H 3.39464 0.84735 -0.30449  0.050
13 H 1.38008 -3.49847 1.53563  0.067
14 C -1.36366 1.42929 -4.97511  0.030
15 H -4.24179 -0.17386 -0.15905  0.086
16 C 0.46679 -1.12258 4.68101  -0.212
17 H 0.93109 2.27830 2.64479  0.039
18 H 2.96736 -2.20357 2.64965  0.032
19 H -1.78126 0.39944 5.28834  0.084
20 C -0.99472 -2.93618 -0.42693  -0.206
21 W 0.11529 0.07560 1.15709  0.912
22 H -0.63950 -3.84081 -0.94345  0.087
23 H -1.72233 -2.41278 -1.06145  0.043
24 H 4.67713 0.27554 0.81302  0.080
25 H -2.09486 -2.15332 4.35921  0.090
26 P -0.63091 -0.53131 3.32872  0.683
27 H 0.99529 -2.02496 4.38752  0.050
28 H -1.09450 1.23797 -1.96143  0.048
29 C -2.73020 2.22292 0.57117  -0.197
30 H -1.58381 3.56958 -4.92814  0.137
31 H 1.79302 2.11329 0.26611  0.064
32 H 4.38586 -1.15235 2.72704  0.080
33 C -0.68482 0.36218 -5.55753  -0.190
34 C 0.02944 1.79036 -7.36358  0.034
35 C -0.47137 2.90025 -6.67665  0.062
36 H -3.84777 -0.31606 1.57141  0.065
37 H -2.48642 0.99843 3.78010  0.049
38 H 1.20250 -0.36919 4.97841  0.060
39 H 2.69883 -2.80014 0.54547  0.044
40 H -0.77135 2.59927 2.00300  0.061
41 P 2.53308 0.08743 1.88480  0.713
42 C 1.14231 -1.47976 -1.76237  -0.200
43 H -0.32174 3.91146 -7.06686  0.157
44 H 1.31617 -2.42710 -2.29536  0.090
45 P 0.49365 -1.92134 -0.11059  0.658
46 H -2.07179 3.03897 0.26106  0.069
47 H -3.24951 -1.54008 0.41516  0.041
48 H 2.80070 1.63525 3.77655  0.070
49 H 3.66409 -0.91236 -0.07345  0.041
50 C 3.66850 0.07152 0.42296  -0.226
51 C 0.70515 2.07067 0.44828  -0.232
52 H 0.54154 1.95161 -8.31801  0.152
53 O -0.48912 -0.68741 -4.66531  0.106
54 C 0.21833 2.16036 1.82666  -0.310
55 H 2.08650 -0.92527 -1.67834  0.048
56 C -1.89997 0.58369 -1.60492  -0.250
57 H -1.39559 -2.81814 2.85369  0.055
58 H -1.93858 1.25498 -4.06024  0.104
59 H 0.05364 2.37341 -0.37472  0.058
60 H -0.94928 1.66070 4.36697  0.060
61 H -0.08693 -1.46701 -5.09326  0.153
62 C 3.31559 -1.20212 2.89650  -0.223
63 H 1.60143 -4.02819 -0.16169  0.079
64 C -1.54808 0.74941 4.27496  -0.209
65 H -1.47905 -3.22403 0.51934  0.055
66 H -0.12993 -1.36871 5.56996  0.088
67 H -3.66272 2.28168 -0.00332  0.085
68 C -0.09379 0.49180 -6.83570  0.084
69 H -2.86297 0.97302 -1.96593  0.078
70 H 3.05276 2.47457 2.22727  0.065
71 C 1.66730 -3.17191 0.52531  -0.223
72 C -3.46590 -0.47711 0.55637  -0.206

Atomic forces in eV per Å
-0.13 -0.03 -0.02
-0.53 0.11 -0.08
0.37 -0.09 0.25
-0.14 0.29 0.16
0.01 -0.08 -0.18
-0.75 -1.52 1.09
0.18 -0.20 0.13
-0.05 -0.39 -0.72
0.05 -0.02 -0.10
-0.04 0.21 0.31
-3.12 0.95 -1.39
0.21 -0.21 0.13
0.02 0.07 -0.33
-0.49 2.64 0.60
0.12 -0.08 0.16
0.61 0.01 -0.29
-0.38 0.62 -0.39
0.09 0.02 0.10
0.09 -0.12 -0.28
-0.33 0.17 0.10
0.23 0.09 -1.20
-0.16 0.21 0.13
0.22 -0.23 0.16
-0.28 -0.08 -0.26
0.16 0.15 -0.31
-1.21 0.32 3.50
0.09 -0.12 -0.04
-0.18 -0.10 0.16
0.06 0.16 0.04
-0.05 -0.10 -0.25
-0.63 -0.09 -0.01
0.18 0.05 -0.06
0.87 -1.95 1.53
0.29 -1.99 -0.32
0.05 0.69 0.07
0.11 0.06 -0.24
-0.06 0.05 -0.03
-0.16 0.00 -0.11
-0.31 -0.10 -0.07
0.29 -0.46 0.11
2.53 0.36 0.21
-0.04 0.33 -0.07
-0.06 -0.38 0.03
0.00 0.24 0.14
1.60 -2.96 -0.39
-0.07 -0.10 0.00
-0.13 0.19 0.04
0.05 -0.02 -0.11
0.11 0.40 0.19
-0.32 -0.12 -0.06
-0.85 0.31 2.28
-0.21 -0.24 0.35
-0.55 1.27 -2.20
1.85 1.09 -0.21
-0.23 -0.24 -0.04
-0.02 -0.06 -0.16
-0.19 0.31 0.28
0.33 0.10 -0.50
0.26 0.07 0.19
-0.05 -0.12 -0.01
-0.03 0.26 -0.14
-0.58 -0.55 0.27
0.20 0.09 0.27
0.08 0.22 -0.29
0.19 0.00 -0.36
-0.14 0.17 -0.39
0.14 0.01 0.12
0.60 1.14 -1.27
0.22 -0.13 0.01
0.09 -0.01 0.06
-0.09 -0.23 -0.26
-0.01 -0.32 -0.02